Density functional theory data (ωB97M-V/def2-TZVPD) for a 2-piece molecular cluster, H4N3P overall in a non-equilibrium geometry.

Values from the calculation:
Max |F|: 3.25 eV/A
M: 77.0 g mol⁻¹
ΔE to the lowest compared entry with this formula, charge and spin: 67.3 kcal per mole
E_LUMO (spin up / spin down): 0.2 / 0.2 eV
HOMO level (spin up / spin down): -7.964 / -8.832 eV
Spin multiplicity: 1

Geometry as XYZ:
```
8
H4N3P ωB97M-V/def2-TZVPD
H -1.53 -2.18 -0.70
H 2.30 0.88 0.80
N -0.08 -0.79 0.71
N 0.03 0.35 0.54
H 1.33 1.98 -0.52
N -1.70 -1.22 -0.50
P 1.15 1.54 0.93
H -1.50 -0.57 -1.25
```

=====

Density functional theory data (ωB97M-V/def2-TZVPD) for one molecule with the formula CH4F3NP2 in a non-equilibrium geometry.

Values from the calculation:
Max |F|: 3.52 eV/A
M: 149.0 g mol⁻¹
ΔE to the lowest compared entry with this formula, charge and spin: 0.0 kcal per mole
E_LUMO: 0.8 eV
Structure (SMILES): CN(PF)P(F)F
HOMO level: -10.294 eV
Spin multiplicity: 1

Geometry as XYZ:
```
11
CH4F3NP2 ωB97M-V/def2-TZVPD
H 0.34 1.62 0.60
P -1.26 -1.36 -0.53
P 1.50 -0.53 -0.12
F -1.37 -2.28 0.77
C -0.55 1.15 0.15
N -0.14 -0.20 -0.04
F 1.97 -0.12 1.32
H -1.44 1.21 0.81
H -0.19 -2.07 -1.27
F 1.95 0.89 -0.73
H -0.81 1.69 -0.96
```